Here is a structure of composition C28H30F8IrN6O4PSe from the OMol25 dataset. Energies are from ωB97M-V with the def2-TZVPD basis set.

The geometry in XYZ format:
```
79
Properties=species:S:1:pos:R:3
Ir -0.5942 -0.5531 -0.2343
C -0.9402 1.6887 3.3381
C -0.7864 0.6620 2.2740
N -0.6951 0.9328 1.0212
N -0.7381 2.1983 0.4980
C -0.7019 2.1282 -0.8231
O -0.6690 1.0327 -1.5148
C -0.6787 3.3941 -1.5843
C -0.9209 4.6116 -0.9514
C -0.8561 5.7879 -1.6782
C -0.5427 5.7536 -3.0310
C -0.3150 4.5405 -3.6658
C -0.3876 3.3595 -2.9452
C -0.7419 -0.7948 2.5766
C -0.8228 -1.2999 3.8577
C -0.8016 -2.6752 4.0504
C -0.7020 -3.5134 2.9551
C -0.6204 -2.9505 1.6930
N -0.6335 -1.6310 1.5105
H -0.8479 2.6795 2.9045
H -0.1761 1.5551 4.1064
H -1.9186 1.6007 3.8159
H -1.1686 4.6227 0.1007
H -1.0527 6.7338 -1.1916
H -0.4768 6.6763 -3.5926
H -0.0862 4.5160 -4.7228
H -0.2251 2.4049 -3.4262
H -0.9013 -0.6207 4.6941
H -0.8713 -3.0840 5.0493
H -0.6937 -4.5882 3.0637
H -0.5493 -3.5545 0.7982
F 6.4481 -0.7241 6.0257
C 5.6078 -0.3143 5.0942
C 4.2507 -0.5757 5.2259
F 3.8061 -1.2363 6.2899
C 3.3819 -0.1478 4.2459
F 2.0865 -0.4245 4.4104
C 3.8198 0.5521 3.1150
Se 2.6308 1.1608 1.8173
C 5.1964 0.7887 3.0144
F 5.6912 1.4295 1.9599
C 6.0840 0.3697 3.9852
F 7.3837 0.6086 3.8676
C 3.9125 1.0870 -1.7278
N 3.9237 -0.2961 -1.2355
C 5.2484 -0.8101 -0.9105
P 2.5333 -1.1478 -1.2974
O 1.3935 -0.3446 -0.6623
N 2.8979 -2.5633 -0.5157
C 3.0375 -2.4210 0.9437
C 2.1633 -3.7751 -0.9124
N 2.2118 -1.4266 -2.8708
C 0.9324 -1.2647 -3.5530
C 3.2475 -2.0529 -3.6878
H 4.7902 1.2434 -2.3565
H 3.9274 1.8069 -0.9136
H 3.0228 1.2691 -2.3324
H 5.8870 -0.7928 -1.7979
H 5.1845 -1.8311 -0.5481
H 5.7189 -0.1878 -0.1461
H 3.8335 -1.7128 1.1764
H 3.3113 -3.3882 1.3636
H 2.1213 -2.0713 1.4242
H 2.2792 -3.9505 -1.9795
H 1.0967 -3.7278 -0.6865
H 2.6025 -4.6204 -0.3841
H 0.2329 -0.7227 -2.9308
H 0.5016 -2.2316 -3.8215
H 1.0948 -0.6882 -4.4663
H 4.1452 -2.2430 -3.1019
H 3.5117 -1.4047 -4.5260
H 2.8902 -3.0041 -4.0901
F -2.4168 -3.1596 -3.5675
C -2.8285 -3.1693 -2.2991
F -4.1247 -2.9181 -2.2559
F -2.6004 -4.3886 -1.7880
C -2.0263 -2.1455 -1.4836
O -2.5934 -1.3084 -0.7447
O -0.7685 -2.1935 -1.5305
```

Properties
Kohn-Sham gap (spin up / spin down): 7.52 / 6.18 eV
Energy relative to the best compared isomer or geometry (same formula, charge and spin): 0.0 kJ/mol
HOMO energy (spin up / spin down): -11.06 / -11.05 eV
Net charge: +1
Multiplicity: 2
<S²>: 0.766

---

Here is a structure of composition C28H30FeIN5O4PS2Se at a distorted geometry from the OMol25 dataset. Energies are from ωB97M-V with the def2-TZVPD basis set.

The geometry in XYZ format:
```
73
Properties=species:S:1:pos:R:3
Fe -0.5714 -0.1418 -0.0903
C -1.4715 -4.5650 1.2949
C -0.0759 -4.1806 0.8851
N 0.7448 -5.1572 0.5718
C 2.0248 -4.8740 0.2459
C 2.5451 -3.6105 0.3116
C 4.0181 -3.4210 0.0816
O 4.7148 -2.9649 1.2548
C 1.6956 -2.5477 0.6917
C 2.2753 -1.2332 0.8947
N 1.6723 -0.2764 1.4755
C 2.3464 0.9310 1.6960
C 3.7330 1.0883 1.8061
C 4.2952 2.3339 2.0404
C 3.4928 3.4590 2.1925
C 2.1135 3.3206 2.1346
C 1.5739 2.0685 1.9027
I -0.5007 1.8263 1.8988
C 0.3190 -2.7921 0.8775
O -0.5708 -1.8607 1.0461
H -1.4205 -5.4484 1.9326
H -1.9626 -3.7498 1.8243
H -2.0745 -4.8216 0.4201
H 2.6466 -5.7143 -0.0510
H 4.4370 -4.3659 -0.2660
H 4.2200 -2.6744 -0.6862
H 4.4407 -3.5320 1.9827
H 3.2972 -1.0927 0.5386
H 4.3701 0.2146 1.7315
H 5.3725 2.4236 2.1152
H 3.9320 4.4334 2.3655
H 1.4658 4.1783 2.2660
O 1.1971 2.8267 -4.5410
C 2.1968 1.9782 -4.2521
C 3.2952 1.9497 -5.1156
C 4.3546 1.0950 -4.8768
C 4.3444 0.2457 -3.7712
C 3.2604 0.2797 -2.9122
C 2.1818 1.1381 -3.1253
C 1.0597 1.1083 -2.1427
O 1.1953 0.4377 -1.0805
N -0.0210 1.8085 -2.4275
N -0.9841 1.5891 -1.4529
C -1.9719 2.3859 -1.5477
S -2.1253 3.5418 -2.8771
C -3.6089 4.3427 -2.2171
C -4.4035 3.3093 -1.4385
S -3.2397 2.4943 -0.3258
H 0.5039 2.6719 -3.8450
H 3.2845 2.6090 -5.9759
H 5.1972 1.0872 -5.5601
H 5.1677 -0.4352 -3.5908
H 3.2081 -0.3737 -2.0496
H -4.1746 4.7332 -3.0636
H -3.3138 5.1664 -1.5682
H -4.8491 2.5692 -2.1025
H -5.1797 3.7654 -0.8232
Se -0.4076 -1.5613 -2.3182
C -1.6854 -2.8049 -2.7505
N -2.4874 -3.5745 -3.0808
C -4.7663 0.1770 -0.2181
P -3.1316 -0.5339 0.2032
C -3.4682 -2.2554 -0.2594
C -3.2887 -0.6280 2.0314
H -5.5383 -0.4955 0.1605
H -4.8647 0.2532 -1.3029
H -4.8966 1.1682 0.2171
H -4.2140 -2.6902 0.4122
H -2.5482 -2.8216 -0.2103
H -3.8277 -2.2973 -1.2850
H -4.1971 -1.1640 2.3201
H -3.3171 0.3775 2.4594
H -2.4126 -1.1503 2.4198
```

Properties
Kohn-Sham gap (spin up / spin down): 6.48 / 6.49 eV
Energy relative to the best compared isomer or geometry (same formula, charge and spin): 283.0 kJ/mol
HOMO energy (spin up / spin down): -4.64 / -4.64 eV
Net charge: -1
Multiplicity: 1

---

Here is a structure of composition C28H30IrN5PS2 at a distorted geometry from the OMol25 dataset. Energies are from ωB97M-V with the def2-TZVPD basis set.

The geometry in XYZ format:
```
67
Properties=species:S:1:pos:R:3
Ir -1.1105 0.1851 0.5518
C -0.8315 2.1322 3.1312
C 0.5359 1.5738 2.7330
N 0.4463 0.1599 2.3313
C 0.0846 -0.7961 3.3982
C -0.7810 -1.9112 2.8371
N -1.8852 -1.3922 2.0181
C -3.0409 -0.8103 2.7241
C -2.7724 0.5732 3.3090
N -1.9224 1.4209 2.4363
H -0.8521 3.1917 2.8817
H -0.9701 2.0617 4.2100
H 1.2426 1.7166 3.5554
H 0.9059 2.1195 1.8639
H 1.3475 -0.1105 1.9385
H -0.4385 -0.2698 4.1914
H 0.9776 -1.2462 3.8341
H -1.1596 -2.5263 3.6588
H -0.1700 -2.5443 2.1919
H -2.2474 -2.1690 1.4708
H -3.3746 -1.4696 3.5310
H -3.8479 -0.7330 1.9951
H -2.3085 0.4837 4.2880
H -3.7419 1.0443 3.4739
H -2.5210 2.0997 1.9819
S -3.1797 1.3712 -0.3497
C -3.5993 -0.0049 -1.2704
S -2.3672 -1.1898 -1.2459
C -4.7780 -0.1590 -1.9363
C -5.8562 0.7368 -1.7026
N -6.7347 1.4266 -1.4272
C -4.9472 -1.2637 -2.8139
N -5.0455 -2.1415 -3.5508
C 4.9152 -1.1645 1.1376
C 4.3948 0.1161 1.2832
C 3.1852 0.4413 0.6936
C 2.4971 -0.5125 -0.0698
C 3.0203 -1.7984 -0.2058
C 4.2273 -2.1168 0.3971
P 0.9338 -0.0122 -0.8345
C 1.2586 1.5959 -1.5864
C 2.5015 1.8979 -2.1451
C 2.6881 3.1206 -2.7674
C 1.6471 4.0385 -2.8396
C 0.4146 3.7491 -2.2708
C 0.2238 2.5312 -1.6409
C 0.6526 -1.1815 -2.1888
C 0.2830 -2.4919 -1.8700
C 0.1147 -3.4285 -2.8728
C 0.2834 -3.0550 -4.2012
C 0.6222 -1.7486 -4.5204
C 0.8049 -0.8049 -3.5187
H 5.8567 -1.4209 1.6041
H 4.9356 0.8604 1.8521
H 2.7915 1.4470 0.7934
H 2.5103 -2.5416 -0.8013
H 4.6334 -3.1125 0.2820
H 3.3113 1.1803 -2.1052
H 3.6474 3.3577 -3.2068
H 1.7982 4.9856 -3.3397
H -0.3951 4.4640 -2.3261
H -0.7346 2.2923 -1.1918
H 0.1210 -2.7734 -0.8333
H -0.1594 -4.4456 -2.6265
H 0.1359 -3.7818 -4.9882
H 0.7462 -1.4567 -5.5543
H 1.0760 0.2096 -3.7777
```

Properties
Kohn-Sham gap (spin up / spin down): 5.55 / 5.53 eV
Energy relative to the best compared isomer or geometry (same formula, charge and spin): 321.5 kJ/mol
HOMO energy (spin up / spin down): -13.80 / -13.78 eV
Net charge: +2
Multiplicity: 2
<S²>: 0.774

---

Here is a structure of composition C28H30N3S4SiSn from the OMol25 dataset. Energies are from ωB97M-V with the def2-TZVPD basis set.

The geometry in XYZ format:
```
67
Properties=species:S:1:pos:R:3
Sn 0.6665 0.1449 -0.3098
S 2.7486 0.1114 -1.6085
C 3.3923 -1.4023 -0.9419
C 4.7576 -1.5061 -0.6888
C 5.3010 -2.6821 -0.1975
C 4.4927 -3.7823 0.0597
C 3.1321 -3.7018 -0.1854
C 2.5927 -2.5220 -0.6769
S 0.8583 -2.3955 -1.0180
C 0.0839 -3.0131 0.4918
C -1.2438 -2.3156 0.6506
C -2.3678 -3.0494 0.9875
C -3.5573 -2.3837 1.2235
C -3.5691 -1.0020 1.1648
C -2.4057 -0.3226 0.8401
C -2.3652 1.1728 0.9336
S -0.9171 1.7515 1.8777
C -0.7365 0.4694 3.0877
C -1.6908 0.2742 4.0784
C -1.5458 -0.7421 5.0092
C -0.4260 -1.5608 4.9579
C 0.5324 -1.3741 3.9733
C 0.3930 -0.3646 3.0219
S 1.7298 -0.1819 1.8617
N -1.2774 -0.9801 0.5375
H 5.3913 -0.6493 -0.8744
H 6.3650 -2.7379 -0.0114
H 4.9197 -4.7008 0.4375
H 2.4964 -4.5597 -0.0054
H 0.7319 -2.7671 1.3367
H -0.0550 -4.0886 0.4256
H -2.2955 -4.1244 1.0739
H -4.4551 -2.9314 1.4768
H -4.4664 -0.4408 1.3841
H -3.2914 1.5309 1.3776
H -2.2525 1.6501 -0.0414
H -2.5449 0.9386 4.1246
H -2.2933 -0.8843 5.7777
H -0.2925 -2.3458 5.6904
H 1.4066 -2.0123 3.9428
C -1.7161 -1.7760 -3.2853
C -1.6018 -0.2836 -3.2133
C -2.2346 0.5233 -4.1416
C -2.1223 1.9053 -4.0260
C -1.3846 2.4587 -3.0013
C -0.7555 1.5901 -2.1042
N -0.8912 0.2452 -2.2042
N 0.0029 1.9655 -1.0295
Si 0.8183 3.5311 -0.8220
C 1.5932 4.0139 -2.4570
C 2.1457 3.3166 0.4637
C -0.4332 4.8030 -0.2717
H -2.3074 -2.0728 -4.1483
H -2.1950 -2.1722 -2.3859
H -0.7335 -2.2364 -3.3669
H -2.8093 0.0737 -4.9378
H -2.6176 2.5488 -4.7416
H -1.2829 3.5285 -2.8969
H 1.9656 3.1419 -2.9995
H 2.4475 4.6685 -2.2673
H 0.9125 4.5568 -3.1139
H 2.9104 2.5982 0.1609
H 1.7714 3.0248 1.4451
H 2.6451 4.2832 0.5773
H -1.3074 4.8262 -0.9264
H 0.0181 5.7978 -0.2988
H -0.7813 4.6206 0.7473
```

Properties
Kohn-Sham gap: 7.73 eV
Energy relative to the best compared isomer or geometry (same formula, charge and spin): 0.0 kJ/mol
HOMO energy: -10.80 eV
Net charge: +1
Multiplicity: 1

---

Here is a structure of composition C28H31BN11O5PtS at a distorted geometry from the OMol25 dataset. Energies are from ωB97M-V with the def2-TZVPD basis set.

The geometry in XYZ format:
```
78
Properties=species:S:1:pos:R:3
Pt 13.9970 8.3790 15.8794
B 12.4481 6.3114 18.3883
N 13.4645 7.4522 18.6136
C 13.8406 7.7658 19.8673
C 14.3522 9.0493 19.9414
C 14.2202 9.5868 18.6641
N 13.6271 8.6341 17.8392
N 12.3909 6.1150 16.8562
C 11.4345 5.4520 16.1892
C 11.8542 5.1790 14.8893
C 13.1789 5.5973 14.8054
N 13.4875 6.2809 15.9785
H 11.3419 6.5534 18.8029
H 12.8360 5.2874 18.9589
H 13.7675 6.9765 20.6270
H 14.7993 9.4888 20.8223
H 14.4864 10.5991 18.3142
H 10.5031 5.2668 16.6738
H 11.2796 4.7444 14.0998
H 13.9057 5.4777 14.0085
N 19.1520 9.2775 16.2022
N 18.0084 8.4773 15.9783
N 17.9641 7.4360 15.1727
C 16.6888 7.0567 15.1989
N 15.9905 7.8921 15.9951
N 16.7845 8.8347 16.5002
H 20.0581 8.8130 16.0363
H 19.0029 9.6171 17.1694
H 16.2755 6.2634 14.6037
C 11.6914 5.3924 8.2046
C 12.9235 6.1965 8.4943
C 14.0470 6.0306 7.6668
C 15.2200 6.7004 7.9352
C 15.3078 7.5847 9.0136
C 14.2149 7.7524 9.8872
N 14.3644 8.5321 11.0511
C 14.9464 9.7938 11.0909
C 15.1068 10.4766 9.8804
C 15.7351 11.7115 9.8509
C 16.1968 12.2516 11.0460
C 16.0437 11.6405 12.2769
C 15.3192 10.4338 12.3400
C 14.8822 10.0026 13.6840
O 14.9954 10.8167 14.6401
O 14.3488 8.7699 13.8105
C 12.9943 7.0879 9.5886
C 11.6934 7.4190 10.2699
H 11.8541 4.5382 7.5395
H 10.9090 5.9587 7.6772
H 11.2150 5.0677 9.1514
H 13.9846 5.2738 6.8582
H 16.1190 6.5579 7.2909
H 16.2061 8.1705 9.2080
H 14.1270 8.1072 11.9702
H 14.7580 9.9741 8.9592
H 15.8401 12.2224 8.9037
H 16.7083 13.2344 11.0212
H 16.4319 12.1155 13.1931
H 11.7791 8.3076 10.8850
H 11.3212 6.6145 10.9222
H 10.9172 7.6177 9.5058
N 12.5720 10.0055 15.7687
C 11.3073 9.7853 15.0784
C 11.2541 8.8827 14.0202
C 10.0766 8.7977 13.2599
C 9.0097 9.6341 13.6480
C 9.0491 10.4566 14.8045
C 10.2130 10.5493 15.5307
S 7.4469 9.7077 12.7975
O 6.4003 9.1122 13.6445
O 8.0035 8.8693 11.6928
O 7.2400 11.1206 12.4532
H 12.4201 10.2365 16.7472
H 13.1203 10.7675 15.3472
H 12.1395 8.2733 13.7981
H 10.0026 8.0349 12.4775
H 8.1610 10.9975 15.1450
H 10.3665 11.2010 16.3904
```

Properties
Kohn-Sham gap (spin up / spin down): 5.69 / 6.85 eV
Energy relative to the best compared isomer or geometry (same formula, charge and spin): 0.0 kJ/mol
HOMO energy (spin up / spin down): -4.05 / -5.31 eV
Net charge: -1
Multiplicity: 3
<S²>: 2.007

---

Here is a structure of composition C28H31Cl3GeN4O5SY at a distorted geometry from the OMol25 dataset. Energies are from ωB97M-V with the def2-TZVPD basis set.

The geometry in XYZ format:
```
74
Properties=species:S:1:pos:R:3
Y 0.3780 -0.7799 0.7790
O -0.8490 -1.7998 2.2938
C -2.1381 -1.9088 2.4177
C -2.7536 -1.6471 3.6637
C -4.1105 -1.7820 3.8387
C -4.9407 -2.2066 2.7904
C -4.3622 -2.4729 1.5716
C -2.9866 -2.3037 1.3504
C -2.4802 -2.6104 0.0252
N -1.3587 -2.2474 -0.4688
C -0.9724 -2.8374 -1.7405
C 0.2136 -3.7579 -1.5024
N 1.2398 -3.0513 -0.7269
C 2.3282 -3.6990 -0.5545
C 3.5111 -3.2678 0.1637
C 4.6351 -4.1090 0.1170
C 5.8145 -3.7853 0.7443
C 5.8778 -2.5753 1.4534
C 4.7925 -1.7361 1.5290
C 3.5653 -2.0536 0.8942
O 2.5587 -1.2543 0.9941
H -2.1101 -1.3241 4.4727
H -4.5441 -1.5605 4.8076
H -6.0056 -2.3240 2.9384
H -4.9776 -2.8053 0.7405
H -3.1432 -3.2330 -0.5890
H -0.6962 -2.0491 -2.4443
H -1.7943 -3.4040 -2.1903
H 0.6114 -4.0921 -2.4658
H -0.1306 -4.6427 -0.9579
H 2.4184 -4.7010 -0.9987
H 4.5555 -5.0378 -0.4406
H 6.6708 -4.4442 0.6942
H 6.7985 -2.2979 1.9547
H 4.8347 -0.8053 2.0812
C 1.6149 4.2001 2.6288
Ge 1.2152 2.7793 1.3225
C 2.8685 2.6828 0.2619
C -0.2244 3.4746 0.1905
C 0.7720 1.0827 2.1407
H 1.7328 5.1595 2.1162
H 2.5430 3.9735 3.1582
H 0.8137 4.2964 3.3645
H 3.0331 3.6393 -0.2400
H 2.8333 1.9045 -0.5006
H 3.7199 2.4753 0.9133
H 0.0711 4.4010 -0.3066
H -1.0980 3.6923 0.8131
H -0.5206 2.7712 -0.5914
H -0.0926 1.2680 2.7948
H 1.6203 0.8244 2.7891
Cl -3.8925 3.1501 2.0340
C -3.9632 2.2014 0.5447
Cl -3.8409 3.2176 -0.8472
Cl -5.4515 1.2283 0.5084
C -2.8213 1.2710 0.5379
N -1.9339 0.5519 0.5582
N 1.2257 -0.0596 -1.6054
C 0.4235 0.8832 -2.3442
C -0.9291 0.6298 -2.4809
C -1.7560 1.5607 -3.0864
C -1.2473 2.7673 -3.5257
C 0.1220 3.0114 -3.4183
C 0.9581 2.0653 -2.8415
S -2.3491 4.0540 -4.1133
O -3.6625 3.4209 -4.0793
O -1.8574 4.3773 -5.4401
O -2.1649 5.1063 -3.1256
H 2.1952 0.2298 -1.5530
H 1.2235 -0.9894 -2.0130
H -1.3549 -0.2831 -2.0777
H -2.8147 1.3739 -3.2039
H 0.5183 3.9536 -3.7760
H 2.0208 2.2604 -2.7423
```

Properties
Kohn-Sham gap: 7.59 eV
Energy relative to the best compared isomer or geometry (same formula, charge and spin): 56.5 kJ/mol
HOMO energy: -5.61 eV
Net charge: -1
Multiplicity: 1

---

- multiplicity of number 3 (C28H30IrN5PS2)?
  2

---

- energy relative to the best compared isomer or geometry (same formula, charge and spin) of number 2 (C28H30FeIN5O4PS2Se)?
  283.0 kJ/mol